--- a ---
Here is one molecule with the formula C2H5N3O from OMol25. Energies are from ωB97M-V with the def2-TZVPD basis set.

Output
Spin multiplicity: 1
SMILES: N/N=C/NC=O
Orbital gap, eV: 9.668

Each line ends with the Mulliken charge.
Element x y z (Å)
C 0.14 0.19 -0.20  -0.090
C -2.23 0.16 -0.12  0.314
H 2.45 0.87 0.42  0.247
H 2.89 -0.72 0.66  0.272
H 0.06 1.24 -0.11  0.225
H -0.59 -1.51 -0.24  0.403
H -1.99 1.30 -0.17  0.128
N 2.49 -0.03 -0.05  -0.534
N 1.15 -0.65 -0.15  -0.335
N -1.01 -0.51 -0.14  -0.092
O -3.37 -0.33 0.09  -0.539

=====

--- b ---
Here is one molecule with the formula C2H5N3O from OMol25. Energies are from ωB97M-V with the def2-TZVPD basis set.

Output
Spin multiplicity: 1
SMILES: C=NN/C=N/O
Orbital gap, eV: 9.636

Each line ends with the Mulliken charge.
Element x y z (Å)
C -0.31 0.82 0.42  -0.044
C 1.14 -1.46 -0.44  -0.239
H -2.87 0.36 -1.04  0.381
H -0.67 1.66 0.95  0.410
H 1.44 1.05 1.42  0.327
H 2.00 -2.14 -0.89  0.284
H -0.10 -1.65 -0.51  0.237
N -1.03 0.40 -0.52  -0.345
N 0.75 0.23 1.05  -0.209
N 1.76 -0.53 0.34  -0.363
O -2.11 1.27 -0.79  -0.440

=====

--- c ---
Here is a 2-piece molecular cluster, C2H5N3O overall from OMol25. Energies are from ωB97M-V with the def2-TZVPD basis set.

Output
Spin multiplicity: 1
SMILES: N#C/N=C\N.O
Orbital gap, eV: 10.442

Each line ends with the Mulliken charge.
Element x y z (Å)
C 1.37 -1.62 0.90  0.583
C 1.56 -0.05 -0.77  0.153
N 0.80 -2.16 1.77  -0.589
N 0.35 0.50 -0.78  -0.310
N 2.04 -0.98 -0.02  -0.585
O -1.48 -0.04 1.27  -0.725
H 2.35 0.28 -1.39  0.378
H -0.28 -0.01 -0.18  0.196
H 0.02 0.95 -1.68  0.266
H -2.18 -0.10 2.01  0.321
H -0.76 -0.54 1.69  0.313

=====

Which of them is the most stable? Correct choice: c.

=====

--- a ---
Here is one molecule with the formula C2H5N3O from OMol25. Energies are from ωB97M-V with the def2-TZVPD basis set.

Output
Spin multiplicity: 1
SMILES: [H]/N=C\C(O)=N\N
Orbital gap (alpha / beta), eV: 7.725 / 7.906

Each line ends with the Mulliken charge.
Element x y z (Å)
C 0.34 0.49 -0.24  0.506
N -1.25 -1.13 -0.69  -0.632
C 1.08 0.94 0.87  -0.244
O 0.11 1.26 -1.34  -0.440
N -0.24 -0.66 0.08  -0.086
N 0.69 0.35 1.98  -0.546
H -0.24 0.74 -2.07  0.330
H -0.99 -1.73 -1.46  0.209
H -2.01 -1.54 -0.16  0.222
H 0.95 -0.63 2.15  0.307
H 1.56 1.91 0.87  0.373

=====

--- b ---
Here is one molecule with the formula C2H5N3O from OMol25. Energies are from ωB97M-V with the def2-TZVPD basis set.

Output
Spin multiplicity: 1
SMILES: [H]/N=C(/N)ON=C
Orbital gap, eV: 9.946

Each line ends with the Mulliken charge.
Element x y z (Å)
C 0.96 0.13 -0.05  0.542
C -2.51 -0.25 0.08  -0.318
H 1.64 -1.85 0.09  0.240
H 3.15 -0.77 0.07  0.281
H 0.34 2.10 -0.16  0.289
H -3.37 0.52 0.25  0.233
H -2.62 -1.26 -0.10  0.340
N 1.98 -0.80 0.08  -0.461
N 1.17 1.40 0.04  -0.631
N -1.36 0.31 -0.01  -0.409
O -0.31 -0.55 -0.13  -0.107

=====

Which of them is the most stable? Correct choice: b.

=====

--- a ---
Here is a 4-piece molecular cluster, C2H10O4 overall from OMol25. Energies are from ωB97M-V with the def2-TZVPD basis set.

Output
Spin multiplicity: 1
SMILES: CC=O.O.O.O
Orbital gap, eV: 10.662

Each line ends with the Mulliken charge.
Element x y z (Å)
O 1.28 2.59 0.72  -0.502
C 0.16 2.20 0.92  0.276
C -0.94 1.70 0.08  -0.868
H -0.10 2.17 2.06  0.257
H -0.73 1.78 -1.02  0.292
H -1.24 0.68 0.26  0.229
H -1.87 2.39 0.18  0.303
H 2.66 0.92 0.29  0.286
H 3.52 -0.21 0.57  0.288
O 2.59 0.09 0.62  -0.555
H 0.76 -1.77 0.34  0.323
H 0.67 -2.62 -0.95  0.296
O 0.14 -2.20 -0.29  -0.646
H -2.86 -2.94 -1.01  0.325
H -1.73 -2.25 -1.08  0.288
O -2.31 -2.54 -1.69  -0.591

=====

--- b ---
Here is a 4-piece molecular cluster, C2H10O4 overall from OMol25. Energies are from ωB97M-V with the def2-TZVPD basis set.

Output
Spin multiplicity: 1
SMILES: CC=O.O.O.O
Orbital gap, eV: 10.989

Each line ends with the Mulliken charge.
Element x y z (Å)
O 1.96 0.89 0.21  -0.518
C 2.25 0.35 -0.83  0.106
C 1.76 -1.03 -1.20  -0.864
H 2.64 0.99 -1.64  0.344
H 0.72 -0.90 -1.49  0.235
H 1.81 -1.72 -0.37  0.296
H 2.35 -1.39 -2.04  0.314
H 0.70 1.00 1.59  0.436
H 0.79 1.04 3.08  0.312
O 0.12 0.98 2.37  -0.688
H -1.61 2.94 -0.20  0.300
H -0.76 2.08 0.80  0.349
O -0.99 2.20 -0.15  -0.623
H -4.70 -2.50 -0.01  0.322
H -3.25 -2.07 -0.16  0.323
O -3.80 -2.85 0.04  -0.645

=====

Which of them is the most stable? Correct choice: b.

=====

--- a ---
Here is a 2-piece molecular cluster, C5H12N2O3 overall from OMol25. Energies are from ωB97M-V with the def2-TZVPD basis set.

Output
Spin multiplicity: 1
SMILES: C/C(N)=N/O.COC(C)=O
Orbital gap (alpha / beta), eV: 8.326 / 8.326

Each line ends with the Mulliken charge.
Element x y z (Å)
C 2.43 0.59 1.41  -0.801
C 1.21 -0.80 -1.26  -1.369
C 0.57 -0.77 0.10  1.025
O 1.16 0.59 0.80  -0.310
O 0.38 -1.72 0.82  -0.567
H 3.18 0.98 0.70  0.271
H 2.39 1.23 2.30  0.250
H 2.79 -0.40 1.69  0.311
H 0.92 0.10 -1.81  0.353
H 0.88 -1.68 -1.81  0.338
H 2.29 -0.83 -1.16  0.390
C -1.95 -0.68 -1.28  -1.252
C -1.31 0.08 -0.13  0.746
N -1.98 -0.11 1.09  -0.625
O -1.27 2.29 0.43  -0.380
N -0.90 1.32 -0.47  -0.384
H -0.93 3.10 0.04  0.387
H -1.58 0.44 1.83  0.279
H -1.97 -1.09 1.35  0.312
H -1.76 -1.74 -1.14  0.300
H -3.03 -0.51 -1.28  0.396
H -1.52 -0.39 -2.24  0.330

=====

--- b ---
Here is a 2-piece molecular cluster, C5H12N2O3 overall from OMol25. Energies are from ωB97M-V with the def2-TZVPD basis set.

Output
Spin multiplicity: 1
SMILES: CN(C)C(N)=O.CC(=O)O
Orbital gap, eV: 9.391

Each line ends with the Mulliken charge.
Element x y z (Å)
C 1.51 0.39 3.22  -1.017
N 0.54 0.15 2.18  0.119
C -0.86 0.18 2.55  -1.150
C 0.95 -0.08 0.90  0.598
O 2.13 0.05 0.54  -0.708
N -0.01 -0.46 0.01  -0.323
H 1.33 -0.29 4.07  0.362
H 2.52 0.22 2.83  0.320
H 1.45 1.43 3.59  0.323
H -0.96 0.66 3.52  0.370
H -1.45 0.75 1.82  0.407
H -1.29 -0.84 2.63  0.308
H -0.93 -0.76 0.29  0.181
H 0.34 -0.89 -0.88  0.252
C -0.06 0.38 -3.14  0.719
C -1.47 0.01 -3.53  -1.039
O 0.34 1.51 -3.05  -0.520
H -2.13 0.87 -3.38  0.281
H -1.49 -0.29 -4.59  0.344
H -1.82 -0.85 -2.93  0.328
O 0.87 -0.66 -3.18  -0.483
H 0.47 -1.49 -3.47  0.326

=====

Which of them is the most stable? Correct choice: b.

=====

--- a ---
Here is C7H13NO2 as an isolated structure from OMol25. Energies are from ωB97M-V with the def2-TZVPD basis set.

Output
Spin multiplicity: 1
Orbital gap (alpha / beta), eV: 6.065 / 6.059

Each line ends with the Mulliken charge.
Element x y z (Å)
C 0.89 1.72 -1.78  -0.749
C -1.46 0.87 -0.36  0.507
N -2.01 0.16 -1.37  -0.295
O 0.28 0.98 -0.71  -0.148
O -1.93 1.78 0.26  -0.447
H -1.57 -0.71 -1.62  0.259
H -3.02 0.19 -1.43  0.273
H 1.84 2.14 -1.44  0.262
H 1.06 1.06 -2.63  0.289
H 0.21 2.53 -2.04  0.305
C -0.11 0.00 2.19  -1.541
C -0.20 -0.81 0.92  0.958
C 0.88 -0.50 -0.18  0.101
C -0.86 -1.99 0.92  -1.065
C 2.24 -0.56 0.16  -1.212
H 0.65 -1.04 -1.10  0.246
H 0.63 -0.44 2.87  0.370
H -1.08 0.03 2.68  0.448
H 0.20 1.03 2.00  0.307
H -0.82 -2.67 0.08  0.300
H -1.31 -2.38 1.83  0.299
H 2.62 -0.11 1.07  0.257
H 2.89 -1.27 -0.32  0.274

=====

--- b ---
Here is one molecule with the formula C7H13NO2 from OMol25. Energies are from ωB97M-V with the def2-TZVPD basis set.

Output
Spin multiplicity: 1
SMILES: C1CC2(CCN1)OCCO2
Orbital gap, eV: 10.092

Each line ends with the Mulliken charge.
Element x y z (Å)
C -1.58 -1.94 -0.93  -0.180
C -0.20 -2.23 -1.13  -0.703
C -0.03 -0.35 -0.02  1.499
C -0.01 0.14 1.36  -0.817
C -0.13 1.50 1.55  -1.061
C 1.39 1.73 -0.17  -0.436
C 0.22 0.82 -0.91  -1.102
H -2.18 -2.14 -1.89  0.241
H -2.23 -2.66 -0.27  0.223
H 0.02 -2.00 -2.17  0.235
H 0.11 -3.09 -0.91  0.528
H 0.94 -0.27 1.77  0.280
H -0.83 -0.29 1.87  0.344
H -1.08 1.66 1.18  0.458
H -0.14 2.04 2.56  0.339
H 1.89 1.94 1.81  0.331
H 1.86 2.26 -1.00  0.384
H 2.14 0.82 -0.32  0.187
H -0.79 1.35 -1.07  0.296
H 0.66 0.62 -1.89  0.436
N 0.98 2.33 1.07  -0.499
O 0.52 -1.63 -0.04  -0.498
O -1.52 -0.60 -0.46  -0.484

=====

Which of them is the most stable? Correct choice: a.

=====

--- a ---
Here is one molecule with the formula C2H3NS2 from OMol25. Energies are from ωB97M-V with the def2-TZVPD basis set.

Output
Spin multiplicity: 1
Orbital gap (alpha / beta), eV: 5.348 / 5.347

Each line ends with the Mulliken charge.
Element x y z (Å)
C -0.74 -0.46 0.29  -0.102
C 1.61 0.62 -0.15  -0.414
N -1.94 -0.85 0.27  -0.258
S 0.00 1.06 -0.07  0.190
S -3.17 -0.05 -0.32  -0.243
H 0.07 -1.09 0.46  0.314
H 1.78 -0.48 -0.09  0.204
H 2.39 1.26 -0.39  0.310

=====

--- b ---
Here is one molecule with the formula C2H3NS2 from OMol25. Energies are from ωB97M-V with the def2-TZVPD basis set.

Output
Spin multiplicity: 1
SMILES: S=C/C=N\S
Orbital gap, eV: 7.610

Each line ends with the Mulliken charge.
Element x y z (Å)
C 0.00 -0.49 0.69  0.201
C -0.21 -1.09 -0.64  -0.368
H 0.12 2.89 0.41  0.186
H 0.09 -1.03 1.58  0.419
H -0.19 -0.33 -1.38  0.262
N 0.14 0.77 0.83  -0.383
S 0.54 1.93 -0.45  -0.117
S -0.49 -2.64 -1.03  -0.199

=====

--- c ---
Here is C2H3NS2 as an isolated structure from OMol25. Energies are from ωB97M-V with the def2-TZVPD basis set.

Output
Spin multiplicity: 1
Orbital gap, eV: 8.052

Each line ends with the Mulliken charge.
Element x y z (Å)
C -0.29 -0.71 -1.26  -0.148
C -0.30 0.27 0.74  -0.494
N -0.52 0.38 -0.59  0.064
S 2.50 -0.67 -0.52  -0.359
S 0.69 -1.38 0.20  0.092
H 0.20 1.23 1.11  0.328
H -1.18 -0.27 1.31  0.268
H -1.10 1.14 -0.99  0.249

=====

Which of them is the most stable? Correct choice: b.